Molecular formula: C40H34BF7FeN18
Method: DFT, ωB97M-V/def2-TZVPD

XYZ file:
```
101
Properties=species:S:1:pos:R:3:forces:R:3:lowdin_charge:R:1
Fe 0.937128 0.259104 0.560295 0.31 -0.89 -0.14 0.63
C 3.811890 2.118586 -0.531702 0.01 0.00 -0.03 -0.02
C 3.914562 0.984369 0.432561 -0.08 -0.08 0.09 -0.29
C 5.109070 0.541600 1.012361 0.01 0.03 -0.03 0.02
C 4.774172 -0.531147 1.793080 -0.02 -0.03 -0.01 -0.03
N 3.445494 -0.730848 1.697857 0.00 0.02 -0.01 0.06
N 2.907127 0.202618 0.855058 0.27 0.07 0.04 0.01
B 2.497486 -1.825578 2.160102 0.04 0.01 0.01 -0.63
N 1.332397 -1.230976 2.959152 -0.02 0.00 0.02 0.04
C 0.966901 -1.445762 4.236302 0.04 0.00 -0.02 -0.03
C -0.257925 -0.872805 4.440260 -0.04 0.03 0.00 0.03
C -0.605425 -0.284391 3.218610 0.09 -0.02 -0.05 -0.27
C -1.887602 0.446130 2.994471 0.00 -0.03 -0.01 -0.01
N 0.376303 -0.503207 2.327027 -0.16 0.02 0.27 0.03
N 1.933238 -2.576566 0.948661 0.00 -0.01 -0.06 0.03
C 2.114716 -3.837847 0.502384 0.03 0.02 -0.03 -0.04
C 1.361276 -4.005200 -0.629645 0.00 0.01 -0.01 0.02
C 0.735528 -2.765384 -0.839265 0.06 0.01 -0.01 -0.30
C -0.170093 -2.423732 -1.973861 0.00 0.00 0.00 -0.01
N 1.100147 -1.908262 0.114138 -0.14 0.06 0.11 0.07
N 3.148946 -2.911440 3.092810 -0.01 0.00 0.00 0.05
C 2.441619 -4.048740 3.567349 0.01 -0.02 0.00 0.02
C 3.276032 -4.748891 4.374191 0.00 -0.01 0.01 0.05
C 4.478897 -4.019527 4.377791 -0.01 -0.01 0.00 -0.19
C 5.753031 -4.259635 5.051449 0.00 0.00 0.00 0.02
N 4.335553 -2.881477 3.561985 -0.01 0.00 0.00 0.22
H 4.173559 3.030764 -0.058266 0.00 0.00 0.01 0.10
H 4.459277 1.917882 -1.387739 0.00 -0.01 0.01 0.10
H 2.807498 2.307879 -0.888396 -0.03 0.03 -0.01 0.04
H 6.087767 0.965936 0.871060 0.00 0.01 0.00 0.13
H 5.388361 -1.163633 2.404952 0.00 0.00 0.00 0.11
H 1.600609 -1.976972 4.926913 0.00 0.00 0.00 0.13
H -0.832114 -0.855645 5.350133 0.00 0.01 -0.01 0.13
H -2.707316 -0.271989 2.917633 0.01 0.00 -0.02 0.10
H -2.088528 1.081763 3.855601 0.00 -0.02 0.01 0.10
H -1.873883 1.073970 2.117231 0.00 0.05 -0.01 0.04
H 2.777044 -4.529628 0.997420 -0.01 0.00 0.00 0.13
H 1.272687 -4.891785 -1.233412 0.00 0.00 0.00 0.12
H 0.387526 -2.399378 -2.911954 0.00 0.01 0.00 0.09
H -0.940046 -3.188674 -2.076421 0.00 0.00 0.00 0.09
H -0.647166 -1.459610 -1.836933 -0.01 0.00 0.00 0.04
H 1.419105 -4.214583 3.267875 0.00 0.00 0.00 0.15
H 3.068594 -5.664051 4.901854 0.00 0.00 0.00 0.14
H 5.718698 -5.136282 5.690706 0.00 0.00 0.00 0.10
H 6.542969 -4.381239 4.300974 0.00 0.00 0.00 0.12
H 6.034467 -3.376295 5.633865 0.00 0.00 0.00 0.12
F -5.866337 -0.009613 -2.108425 0.03 0.01 0.02 0.16
C -5.374878 -1.117736 -1.585464 -0.01 -0.02 0.00 -0.12
C -6.078009 -2.297768 -1.767926 0.03 0.03 -0.02 -0.13
F -7.198141 -2.230148 -2.459739 -0.01 -0.03 -0.01 0.16
C -5.612561 -3.515158 -1.266805 -0.04 -0.03 -0.01 0.00
C -4.400671 -3.481401 -0.561395 -0.01 0.02 0.02 -0.14
C -3.703063 -2.312154 -0.383372 0.00 0.02 -0.01 -0.14
F -2.569241 -2.352957 0.319813 0.02 0.02 0.00 0.12
C -4.159632 -1.088307 -0.892808 -0.02 -0.05 0.01 -0.02
C -3.413806 0.130098 -0.722898 0.02 0.16 0.10 -0.05
C -2.081663 0.142129 -0.261124 0.11 -0.21 -0.11 -0.07
N -0.980755 0.187435 0.058804 0.01 0.35 0.16 0.22
C -3.904056 1.422906 -1.003572 0.02 0.00 -0.09 -0.14
N -4.197927 2.518875 -1.213840 -0.03 0.03 0.05 0.26
F -3.895303 -4.580015 -0.020412 -0.01 -0.02 0.01 0.14
C -6.347863 -4.763743 -1.472187 0.00 0.02 0.04 -0.08
C -7.679649 -4.779598 -1.917688 0.00 -0.02 -0.05 -0.15
N -8.770463 -4.827135 -2.293398 -0.06 -0.01 0.03 0.25
C -5.747284 -6.015147 -1.242489 0.01 -0.01 -0.04 -0.16
N -5.256692 -7.047048 -1.080160 0.00 -0.05 0.00 0.24
F 1.843799 1.572109 2.887539 -0.02 -0.01 0.01 0.11
C 1.177173 1.866845 1.752828 -0.22 0.29 -0.12 -0.55
F -0.012374 2.381805 2.144972 0.01 -0.04 0.00 0.07
F 1.852127 2.875587 1.189288 0.00 -0.06 -0.02 0.09
N 2.362221 -0.009740 -6.766509 0.00 -0.02 0.00 0.21
C 2.160469 0.070295 -5.639744 0.00 0.04 -0.01 -0.14
C 1.899974 0.170219 -4.229729 0.01 -0.01 -0.02 -0.19
C 0.786556 0.847515 -3.761248 -0.01 0.02 0.02 0.03
C 0.574483 0.911050 -2.396309 0.04 -0.01 0.01 -0.13
N 1.394874 0.355530 -1.496227 0.02 0.13 -0.05 0.02
C 2.462970 -0.315160 -1.966418 -0.08 0.01 -0.07 -0.11
C 2.752956 -0.428769 -3.307517 0.01 -0.01 0.03 0.03
H 0.096561 1.326222 -4.440904 0.00 0.01 0.01 0.14
H -0.276914 1.436696 -2.001636 0.00 0.04 0.00 0.07
H 3.102864 -0.785428 -1.238813 0.02 -0.01 0.03 0.12
H 3.627320 -0.975329 -3.630317 0.00 0.00 0.01 0.14
C -3.161454 5.784637 -2.299269 0.00 -0.01 0.00 -0.08
C -2.132551 6.866176 -1.988523 -0.02 0.00 0.02 -0.41
C -1.260570 7.181576 -3.198973 0.00 -0.01 0.00 -0.07
C -1.309851 6.511395 -0.747942 -0.01 0.00 -0.01 -0.09
N -0.680461 5.190610 -0.826580 0.04 0.01 0.03 -0.09
C -1.029553 4.039077 -0.249431 0.10 0.09 0.01 -0.13
N -0.176946 3.110099 -0.616770 -0.33 0.13 -0.06 0.00
N 0.694308 3.725476 -1.444945 0.04 -0.06 -0.01 -0.01
N 0.406314 4.966063 -1.570564 0.01 0.01 0.01 0.09
H -3.824490 6.110967 -3.099607 0.00 0.00 0.00 0.09
H -3.781657 5.542953 -1.433510 0.00 0.00 0.00 0.07
H -2.676459 4.864104 -2.636520 0.00 0.01 0.01 0.07
H -2.667357 7.777643 -1.704725 0.00 0.00 -0.01 0.14
H -0.674449 6.314363 -3.505961 -0.01 0.00 -0.01 0.07
H -0.566955 7.996825 -2.990012 0.01 -0.01 0.00 0.08
H -1.885173 7.479267 -4.040980 0.00 0.01 0.00 0.08
H -1.946950 6.485878 0.135950 0.01 0.00 0.01 0.13
H -0.510954 7.231221 -0.577190 -0.01 0.01 -0.01 0.13
H -1.861424 3.929328 0.424912 -0.01 -0.01 -0.02 0.13
```
Positions in Å, forces in eV/Å.

Properties
- charge = +2
- E_HOMO (alpha / beta) (hartree) = -0.483 / -0.523
- lowest unoccupied orbital energy (alpha / beta) (eV) = -5.432 / -9.164
- calculated total energy (Ha) = -4517.2755
- energy above the lowest of the compared OMol25 structures with the same formula, charge and spin (kJ/mol) = 0.0
- 2S+1 = 5
- molecular weight (g mol⁻¹) = 966.5